1.
This record from the OMol25 dataset describes C2H4FNS in the gas phase. The level of theory is ωB97M-V/def2-TZVPD.

Structure (ORCA input):
```
! wB97M-V def2-TZVPD RIJCOSX def2/J DEFGRID3
* xyz 0 1
C 0.3800 0.1694 -1.2007
C -0.5777 -0.0955 0.9990
N 0.5837 -0.0105 0.1338
F -0.8984 0.1042 -1.5071
S 1.4840 0.3373 -2.5098
H -1.3596 0.4930 0.5816
H -0.9497 -1.1760 1.0457
H -0.2502 0.0772 2.0865
H 1.5880 0.1008 0.3710
*
```

* calculated total energy: -631.3939 a.u.
* energy above the lowest of the compared OMol25 structures with the same formula, charge and spin: 14.8 kcal per mole
* highest occupied orbital energy: -8.76 eV
* lowest unoccupied orbital energy: 0.65 eV
* gap between HOMO and LUMO: 9.41 eV
* SMILES string: CNC(F)=S

---

2.
This record from the OMol25 dataset describes a molecular structure, C2H4FORb. The level of theory is ωB97M-V/def2-TZVPD.

Structure (ORCA input):
```
! wB97M-V def2-TZVPD RIJCOSX def2/J DEFGRID3
* xyz 0 1
O 0.2043 0.7552 -0.6676
C 0.2380 -0.6215 -1.0245
C 0.3982 -0.3976 0.4219
H 1.1564 -0.9084 -1.5547
H -0.7344 -1.0099 -1.3580
H 1.2482 -0.8261 0.9574
F -0.8032 -0.6289 1.0803
Rb -2.0409 2.5221 0.4905
H 0.3334 1.1152 1.6546
*
```

* calculated total energy: -277.5907 a.u.
* energy above the lowest of the compared OMol25 structures with the same formula, charge and spin: 35.3 kcal per mole
* highest occupied orbital energy (spin up / spin down): -5.22 / -5.22 eV
* lowest unoccupied orbital energy (spin up / spin down): -0.66 / -0.66 eV
* gap between HOMO and LUMO (spin up / spin down): 4.56 / 4.56 eV

---

3.
This record from the OMol25 dataset describes C2H4I2N2O in the gas phase. The level of theory is ωB97M-V/def2-TZVPD.

Structure (ORCA input):
```
! wB97M-V def2-TZVPD RIJCOSX def2/J DEFGRID3
* xyz 0 1
C -0.7996 1.4781 0.2900
C -0.1468 0.0773 -0.0342
N -0.9093 -1.0504 0.4353
N 1.2479 0.1678 0.5064
O -1.9214 1.6216 0.6117
I -2.8335 -1.3773 -0.0331
I 2.3720 -1.4864 0.0138
H -0.0925 2.3700 0.1473
H 0.0471 0.1590 -1.1429
H -0.3643 -1.9661 0.1402
H 1.2646 0.5685 1.3549
*
```

* calculated total energy: -858.6506 a.u.
* energy above the lowest of the compared OMol25 structures with the same formula, charge and spin: 30.0 kcal per mole
* highest occupied orbital energy: -8.77 eV
* lowest unoccupied orbital energy: -0.65 eV
* gap between HOMO and LUMO: 8.12 eV
* SMILES string: O=CC(NI)NI

---

4.
This record from the OMol25 dataset describes C2H4IN in the gas phase. The level of theory is ωB97M-V/def2-TZVPD.

Structure (ORCA input):
```
! wB97M-V def2-TZVPD RIJCOSX def2/J DEFGRID3
* xyz 0 1
C -0.3980 0.2811 0.0206
C 0.5821 -0.8169 -0.0462
N 0.2312 1.6124 0.0020
I -2.4426 -0.1438 0.1219
H 1.5561 -0.3733 -0.2465
H 0.3323 -1.5410 -0.8227
H 0.6276 -1.3479 0.9075
H -0.4887 2.3294 0.0635
*
```

* calculated total energy: -430.9987 a.u.
* energy above the lowest of the compared OMol25 structures with the same formula, charge and spin: 21.6 kcal per mole
* highest occupied orbital energy (spin up / spin down): -9.66 / -9.66 eV
* lowest unoccupied orbital energy (spin up / spin down): 0.34 / 0.34 eV
* gap between HOMO and LUMO (spin up / spin down): 10.00 / 10.00 eV
* SMILES string: [H]/N=C(/C)I

---

5.
This record from the OMol25 dataset describes a molecular structure, C2H4INO. The level of theory is ωB97M-V/def2-TZVPD.

Structure (ORCA input):
```
! wB97M-V def2-TZVPD RIJCOSX def2/J DEFGRID3
* xyz 0 1
C 0.9137 0.6562 0.2339
C -0.2133 0.0540 -0.4570
N -0.8717 -1.5238 0.5325
O -1.1486 -2.4243 -0.1511
I -2.2119 0.6722 -0.0231
H 0.6819 1.7441 0.3678
H 0.8969 0.2082 1.2239
H 2.0539 0.5267 -0.1295
H -0.1009 0.0866 -1.5974
*
```

* calculated total energy: -506.1391 a.u.
* energy above the lowest of the compared OMol25 structures with the same formula, charge and spin: 84.7 kcal per mole
* highest occupied orbital energy (spin up / spin down): -8.46 / -8.46 eV
* lowest unoccupied orbital energy (spin up / spin down): -0.16 / -0.16 eV
* gap between HOMO and LUMO (spin up / spin down): 8.30 / 8.30 eV

---

6.
This record from the OMol25 dataset describes C2H4INO2 in the gas phase. The level of theory is ωB97M-V/def2-TZVPD.

Structure (ORCA input):
```
! wB97M-V def2-TZVPD RIJCOSX def2/J DEFGRID3
* xyz 0 1
C 0.1529 0.1079 0.0880
C -1.1221 -0.3827 -0.4931
N 1.3098 -0.7634 -0.2034
O 0.6530 -0.7110 1.0401
O 0.1605 1.5009 0.3688
I 3.1129 0.2746 -0.2481
H -1.6103 0.4007 -1.0639
H -1.0626 -1.2554 -1.1680
H -1.7241 -0.7561 0.3358
H 0.1299 1.5845 1.3438
*
```

* calculated total energy: -581.4229 a.u.
* energy above the lowest of the compared OMol25 structures with the same formula, charge and spin: 68.4 kcal per mole
* highest occupied orbital energy: -9.43 eV
* lowest unoccupied orbital energy: -0.17 eV
* gap between HOMO and LUMO: 9.26 eV
* SMILES string: C[C@@]1(O)ON1I

---

7.
This record from the OMol25 dataset describes C2H4INS in the gas phase. The level of theory is ωB97M-V/def2-TZVPD.

Structure (ORCA input):
```
! wB97M-V def2-TZVPD RIJCOSX def2/J DEFGRID3
* xyz 0 1
C 0.6007 0.5633 0.4141
C -0.6869 0.6402 1.0457
N -0.0892 -2.5991 -0.7195
S -1.0724 -0.2181 2.3753
I 0.4127 -0.8992 -1.4059
H 0.9364 1.4562 -0.1015
H 1.3713 0.0967 1.0198
H -1.4385 1.2610 0.5672
H -1.1029 -2.7090 -0.7402
*
```

* calculated total energy: -829.0873 a.u.
* energy above the lowest of the compared OMol25 structures with the same formula, charge and spin: 85.1 kcal per mole
* highest occupied orbital energy: -8.65 eV
* lowest unoccupied orbital energy: -1.29 eV
* gap between HOMO and LUMO: 7.36 eV

---

8.
This record from the OMol25 dataset describes a molecular structure, C2H4INS. The level of theory is ωB97M-V/def2-TZVPD.

Structure (ORCA input):
```
! wB97M-V def2-TZVPD RIJCOSX def2/J DEFGRID3
* xyz 0 1
C 0.7240 -1.8863 -1.1922
C -0.9157 1.2725 1.0240
N -0.9730 1.2082 -0.2149
S 1.5666 -0.7721 -0.3273
I -0.6367 -3.0493 -0.1920
H -0.0823 1.0965 1.7140
H -1.9003 1.3756 1.4917
H 2.3501 -0.3279 -1.3993
H -0.1327 1.0828 -0.9041
*
```

* calculated total energy: -829.0888 a.u.
* energy above the lowest of the compared OMol25 structures with the same formula, charge and spin: 84.2 kcal per mole
* highest occupied orbital energy: -8.48 eV
* lowest unoccupied orbital energy: -0.59 eV
* gap between HOMO and LUMO: 7.89 eV

---

9.
This record from the OMol25 dataset describes 2 unconnected molecules or ions with the total composition C2H4IO2S. The level of theory is ωB97M-V/def2-TZVPD.

Structure (ORCA input):
```
! wB97M-V def2-TZVPD RIJCOSX def2/J DEFGRID3
* xyz -1 1
C 0.2583 -0.5104 -0.7886
C -1.3271 0.5922 0.6002
O 2.3151 1.1475 -0.4644
O 2.1655 -0.8638 1.0580
S 2.0273 -0.3276 -0.2905
I -3.2235 0.0100 -0.0382
H -0.1166 -1.5362 -0.3710
H 0.0375 -0.1398 -1.7323
H -1.0398 0.0444 1.5903
H -1.0967 1.5837 0.4365
*
```

* calculated total energy: -924.8868 a.u.
* energy above the lowest of the compared OMol25 structures with the same formula, charge and spin: 63.6 kcal per mole
* highest occupied orbital energy: -3.16 eV
* lowest unoccupied orbital energy: 2.74 eV
* gap between HOMO and LUMO: 5.90 eV

---

10.
This record from the OMol25 dataset describes a molecular structure, C2H4InLiO4. The level of theory is ωB97M-V/def2-TZVPD.

Structure (ORCA input):
```
! wB97M-V def2-TZVPD RIJCOSX def2/J DEFGRID3
* xyz 4 1
O -0.5742 -0.5001 0.9223
C 2.8860 -0.7836 -0.0059
H 3.4158 -1.5598 0.5727
H 3.2184 0.2599 0.1468
C -2.4587 -2.1094 0.6692
O -2.1678 -1.0079 0.2343
O 1.9810 -1.1017 -0.8623
Li 0.6358 0.0235 -1.5844
H -3.3378 -2.6077 0.2348
H -1.7144 -2.6902 1.2392
In -0.8415 2.2105 0.7809
O -0.2044 0.5077 0.2146
*
```

* calculated total energy: -574.9110 a.u.
* highest occupied orbital energy (spin up / spin down): -28.86 / -27.63 eV
* lowest unoccupied orbital energy (spin up / spin down): -20.67 / -22.54 eV
* gap between HOMO and LUMO (spin up / spin down): 8.19 / 5.09 eV

---

no.,F_max (hartree/bohr)
1,0.072
2,0.053
3,0.106
4,0.163
5,0.059
6,0.048
7,0.018
8,0.069
9,0.111
10,0.127